{"formula": "C30H70N25O17S", "method": "the ωB97M-V functional and the def2-TZVPD basis", "energy_ha": -4231.649133, "lumo_energy_ev": -3.916, "charge": 1, "multiplicity": 1, "orbital_gap_ev": 6.63, "elements": ["C", "C", "C", "C", "C", "C", "C", "C", "O", "C", "O", "C", "C", "C", "N", "C", "C", "C", "C", "S", "O", "O", "O", "C", "C", "H", "H", "H", "H", "H", "H", "H", "H", "H", "H", "H", "H", "H", "H", "H", "H", "H", "H", "H", "H", "H", "H", "C", "O", "N", "N", "H", "H", "H", "H", "C", "O", "N", "N", "H", "H", "H", "H", "C", "O", "N", "N", "H", "H", "H", "H", "C", "O", "N", "N", "H", "H", "H", "H", "C", "O", "N", "N", "H", "H", "H", "H", "C", "O", "N", "N", "H", "H", "H", "H", "C", "O", "N", "N", "H", "H", "H", "H", "C", "O", "N", "N", "H", "H", "H", "H", "C", "O", "N", "N", "H", "H", "H", "H", "C", "O", "N", "N", "H", "H", "H", "H", "C", "O", "N", "N", "H", "H", "H", "H", "C", "O", "N", "N", "H", "H", "H", "H"], "xyz": [[1.028, -2.082, 1.596], [-0.417, -1.810, 1.284], [-1.220, -1.184, 2.236], [-2.559, -0.913, 2.001], [-3.115, -1.287, 0.789], [-2.336, -1.933, -0.155], [-0.989, -2.189, 0.073], [-0.154, -2.882, -0.966], [-0.910, -3.150, -2.163], [-0.487, -2.695, -3.346], [-0.514, -3.366, -4.339], [-0.088, -1.236, -3.456], [-0.565, -0.264, -2.586], [-0.158, 1.042, -2.763], [0.681, 1.367, -3.754], [1.169, 2.766, -3.894], [2.599, 2.846, -3.332], [2.626, 3.432, -1.904], [2.870, 2.312, -0.879], [1.730, 2.199, 0.491], [2.472, 2.291, 1.707], [0.943, 1.010, 0.298], [0.705, 3.384, 0.369], [1.131, 0.445, -4.623], [0.761, -0.871, -4.500], [1.392, -1.336, 2.293], [1.171, -3.064, 2.044], [1.651, -1.994, 0.709], [-0.781, -0.903, 3.178], [-3.174, -0.408, 2.733], [-4.155, -1.097, 0.570], [-2.819, -2.207, -1.083], [0.751, -2.315, -1.182], [0.168, -3.848, -0.581], [-1.223, -0.534, -1.775], [-0.484, 1.817, -2.086], [0.514, 3.400, -3.309], [1.127, 3.043, -4.945], [3.242, 3.411, -3.998], [3.007, 1.844, -3.260], [1.725, 3.998, -1.688], [3.449, 4.138, -1.832], [2.800, 1.335, -1.346], [3.852, 2.367, -0.422], [1.169, 4.246, 0.341], [1.801, 0.783, -5.398], [1.123, -1.612, -5.194], [-5.534, -4.109, 0.466], [-5.594, -3.192, 1.274], [-6.628, -4.817, 0.096], [-4.330, -4.450, -0.107], [-6.604, -5.574, -0.560], [-7.504, -4.562, 0.526], [-3.541, -3.900, 0.189], [-4.213, -5.175, -0.789], [-2.477, -7.370, 2.420], [-3.220, -6.992, 3.304], [-2.537, -6.864, 1.145], [-1.517, -8.325, 2.624], [-1.927, -7.161, 0.408], [-3.235, -6.162, 0.960], [-1.450, -8.716, 3.545], [-0.897, -8.652, 1.909], [1.082, 4.044, -8.100], [1.841, 3.858, -7.153], [-0.195, 3.537, -8.117], [1.439, 4.761, -9.190], [-0.832, 3.678, -8.878], [-0.497, 3.004, -7.327], [2.367, 5.165, -9.226], [0.818, 4.915, -9.961], [3.066, -1.358, 5.022], [3.955, -1.722, 4.261], [2.305, -0.247, 4.773], [2.757, -2.030, 6.161], [1.567, 0.062, 5.379], [2.506, 0.272, 3.936], [3.306, -2.845, 6.397], [2.051, -1.716, 6.804], [-8.617, -3.048, 3.411], [-9.184, -3.264, 2.345], [-9.265, -3.182, 4.610], [-7.312, -2.676, 3.468], [-8.826, -3.015, 5.495], [-10.226, -3.462, 4.585], [-6.844, -2.583, 2.578], [-6.814, -2.511, 4.321], [-1.230, -2.716, 6.694], [-0.982, -1.649, 7.243], [-2.480, -3.259, 6.678], [-0.250, -3.426, 6.063], [-2.699, -4.130, 6.233], [-3.208, -2.744, 7.137], [0.650, -2.987, 6.087], [-0.384, -4.304, 5.598], [4.916, 5.825, -10.603], [4.096, 5.988, -9.709], [4.786, 6.417, -11.825], [6.020, 5.044, -10.436], [5.447, 6.301, -12.569], [3.987, 7.004, -11.969], [6.138, 4.603, -9.544], [6.708, 4.898, -11.149], [-2.370, 1.773, 4.389], [-3.358, 1.504, 5.049], [-1.137, 1.245, 4.681], [-2.420, 2.599, 3.302], [-0.309, 1.449, 4.154], [-1.082, 0.626, 5.475], [-3.320, 2.996, 3.074], [-1.623, 2.814, 2.733], [5.939, 0.206, -4.054], [5.439, 1.104, -3.394], [7.285, 0.020, -4.120], [5.188, -0.686, -4.775], [7.720, -0.710, -4.652], [7.863, 0.654, -3.601], [4.194, -0.581, -4.741], [5.583, -1.429, -5.320], [6.072, -3.406, 7.132], [4.894, -3.434, 7.457], [6.493, -2.692, 6.050], [7.034, -4.088, 7.820], [7.449, -2.650, 5.755], [5.788, -2.206, 5.515], [6.739, -4.618, 8.618], [8.004, -4.078, 7.570], [-5.861, 2.809, 1.742], [-5.000, 3.623, 2.052], [-7.184, 3.127, 1.708], [-5.549, 1.517, 1.421], [-7.903, 2.472, 1.467], [-7.437, 4.066, 1.952], [-4.577, 1.270, 1.442], [-6.227, 0.819, 1.177], [1.530, 7.157, 0.632], [1.796, 6.002, 0.957], [0.756, 7.954, 1.410], [1.999, 7.716, -0.519], [0.528, 8.902, 1.178], [0.406, 7.564, 2.266], [2.589, 7.152, -1.102], [1.800, 8.658, -0.796]], "forces_ev_per_angstrom": [[-0.129, 0.327, -0.086], [0.006, -0.073, 0.238], [-0.043, -0.062, -0.105], [0.004, -0.002, -0.203], [0.055, 0.103, 0.087], [-0.200, 0.241, -0.187], [-0.257, 0.037, -0.043], [-0.057, 0.084, 0.395], [0.202, -0.112, -0.168], [-0.170, -0.049, -0.289], [-0.027, 0.089, 0.172], [0.139, -0.043, 0.276], [0.205, -0.289, -0.286], [-0.065, -0.283, 0.119], [-0.409, 0.387, -0.043], [0.582, -0.163, 0.079], [-0.412, 0.380, 0.313], [0.698, -0.311, -0.208], [-0.164, 0.401, 0.095], [0.044, -1.270, 0.687], [0.032, 0.369, 0.053], [-0.254, 0.231, -0.348], [0.108, 0.032, -0.507], [0.030, -0.341, -0.029], [-0.062, 0.146, 0.186], [0.089, -0.014, 0.194], [0.050, -0.122, -0.021], [0.132, -0.121, -0.051], [0.083, 0.069, 0.158], [0.088, -0.001, 0.224], [-0.103, -0.062, 0.055], [0.171, -0.117, -0.157], [0.023, 0.100, -0.200], [0.066, -0.146, -0.145], [-0.050, 0.171, 0.139], [0.085, 0.200, -0.045], [-0.280, 0.016, -0.128], [-0.012, -0.029, -0.110], [-0.065, 0.071, -0.144], [0.317, -0.047, -0.381], [-0.138, -0.013, -0.040], [0.048, 0.081, 0.056], [-0.063, -0.134, 0.034], [0.078, 0.122, 0.047], [0.032, 0.586, 0.635], [0.003, 0.221, -0.038], [-0.016, -0.062, -0.074], [-0.065, 0.043, 0.043], [0.162, 0.131, -0.173], [0.004, 0.034, -0.039], [-0.178, -0.177, 0.163], [0.028, -0.024, 0.017], [-0.011, 0.015, 0.051], [0.010, -0.031, -0.069], [-0.116, 0.071, -0.094], [0.055, -0.021, -0.082], [0.023, 0.041, 0.036], [-0.017, 0.029, 0.052], [-0.002, 0.067, 0.010], [0.001, -0.048, 0.012], [0.041, -0.037, 0.092], [-0.019, -0.019, 0.009], [-0.016, -0.011, -0.019], [0.000, 0.142, -0.173], [-0.212, -0.273, 0.283], [0.088, -0.018, 0.023], [0.082, -0.035, 0.087], [0.001, 0.016, -0.008], [-0.027, -0.001, 0.010], [0.079, 0.044, -0.028], [-0.036, -0.004, 0.015], [-0.240, 0.035, 0.238], [0.160, 0.055, -0.031], [-0.002, -0.001, -0.248], [-0.436, -0.233, -0.224], [0.051, -0.044, 0.087], [0.063, 0.083, 0.042], [0.293, 0.212, 0.262], [0.146, 0.200, 0.096], [0.060, -0.069, 0.078], [0.007, -0.053, -0.044], [-0.007, 0.013, -0.061], [-0.277, 0.209, -0.096], [0.023, 0.019, -0.004], [-0.010, -0.013, -0.012], [0.242, -0.226, 0.155], [-0.030, -0.002, 0.021], [-0.081, -0.069, -0.026], [0.067, 0.105, -0.141], [0.035, 0.027, 0.025], [-0.146, 0.182, 0.073], [0.017, -0.006, -0.029], [0.001, 0.024, 0.002], [0.247, -0.274, -0.238], [-0.042, 0.001, 0.013], [0.091, 0.016, -0.042], [-0.119, -0.041, -0.025], [-0.037, -0.052, 0.030], [-0.039, -0.009, -0.004], [0.022, 0.003, 0.008], [0.005, 0.031, 0.010], [-0.005, 0.008, 0.019], [0.004, 0.023, -0.011], [0.076, 0.063, -0.124], [-0.052, -0.087, -0.003], [0.070, -0.147, 0.129], [-0.047, -0.151, 0.111], [-0.035, 0.091, -0.036], [-0.056, 0.020, 0.025], [-0.078, 0.147, -0.185], [0.033, 0.003, 0.035], [0.149, -0.031, 0.032], [-0.273, -0.061, -0.034], [0.000, 0.024, -0.016], [0.033, 0.068, 0.032], [-0.007, -0.012, -0.001], [0.003, 0.004, 0.012], [-0.025, -0.014, 0.014], [0.015, -0.002, 0.005], [0.151, 0.171, -0.369], [-0.131, -0.286, 0.203], [-0.033, 0.009, 0.120], [-0.062, 0.007, 0.025], [0.018, -0.028, 0.022], [-0.054, -0.065, -0.137], [-0.011, 0.005, 0.015], [0.002, 0.029, -0.015], [0.104, -0.212, 0.169], [-0.018, 0.013, -0.083], [-0.007, 0.063, -0.094], [0.051, 0.135, -0.136], [0.005, -0.029, 0.026], [0.001, 0.001, 0.037], [0.004, -0.040, 0.071], [-0.037, 0.016, 0.078], [-0.052, 0.273, 0.026], [-0.096, -0.493, -0.352], [0.028, -0.091, -0.027], [-0.089, -0.128, 0.029], [0.026, 0.015, -0.002], [-0.004, -0.006, 0.014], [0.059, 0.019, 0.013], [0.008, 0.018, 0.026]]}